This record from OMol25 describes C17H24N2O5S in the gas phase at a distorted geometry. The level of theory is the ωB97M-V functional and the def2-TZVPD basis.

```
49
Properties=species:S:1:pos:R:3
C 4.14 2.02 1.67
H 4.31 2.14 0.60
H 4.83 2.68 2.20
H 4.35 1.00 1.97
C 2.70 2.39 2.00
C 1.69 1.44 1.39
H 0.69 1.61 1.77
H 1.96 0.39 1.54
S 1.51 1.68 -0.41
O 0.14 2.05 -0.66
O 2.54 2.54 -0.92
N 1.69 0.13 -1.02
C 3.03 -0.38 -1.14
C 3.01 -1.90 -0.90
H 3.61 -2.41 -1.66
H 3.42 -2.13 0.08
C 1.56 -2.39 -0.95
C 0.87 -1.94 0.34
O 1.49 -1.67 1.36
N -0.48 -1.91 0.30
H -0.98 -2.16 -0.53
C -1.28 -1.48 1.43
C -2.56 -0.85 0.97
C -3.77 -1.48 1.22
C -4.98 -0.95 0.80
C -4.94 0.23 0.09
C -3.72 0.86 -0.18
C -2.52 0.35 0.25
H -1.60 0.87 0.03
O -3.96 2.00 -0.89
C -5.36 2.08 -1.05
O -5.96 0.95 -0.45
H -5.74 3.00 -0.58
H -5.61 2.10 -2.12
H -5.92 -1.44 1.00
H -3.78 -2.40 1.78
H -0.67 -0.76 2.00
H -1.49 -2.33 2.08
C 0.90 -1.82 -2.21
C 0.82 -0.29 -2.09
H 1.10 0.18 -3.04
H -0.19 0.05 -1.83
H -0.08 -2.25 -2.39
H 1.53 -2.10 -3.06
H 1.54 -3.48 -0.97
H 3.44 -0.14 -2.14
H 3.65 0.13 -0.40
H 2.56 2.39 3.09
H 2.49 3.40 1.64
```

Computed properties:
multiplicity	1
total charge	0
SMILES	CCCS(=O)(=O)N1CCC(C(=O)NCc2ccc3c(c2)OCO3)CC1
DFT total energy	-1546.08943	a.u.
gap between HOMO and LUMO	8.84	eV